[1]
Density functional theory data (wB97M-V/def2-TZVPD) for the molecule C19H23N3O3.

CARTESIAN COORDINATES (ANGSTROEM)
C1 3.799217 2.686164 1.546266
C2 2.293457 2.823725 1.342004
C3 1.934343 3.504115 0.019334
C4 2.063459 2.589770 -1.206472
N1 1.058527 1.546362 -1.237481
C5 -0.231563 1.897509 -1.815273
C6 -1.368595 1.309355 -1.022197
C7 -2.400324 0.629804 -1.656117
C8 -3.437878 0.080651 -0.928427
C9 -3.461169 0.207874 0.457766
C10 -4.538684 -0.358829 1.297541
O1 -4.879274 0.082087 2.386550
N2 -5.202169 -1.415848 0.769276
O2 -6.149729 -2.031446 1.594227
C11 -2.441370 0.910937 1.093158
C12 -1.405057 1.451441 0.359806
C13 1.302611 0.194052 -1.157137
O3 0.508615 -0.613508 -1.594949
N3 2.470841 -0.138571 -0.514172
C14 3.011480 -1.409032 -0.310751
C15 2.510721 -2.557454 -0.916314
C16 3.118306 -3.777404 -0.683153
C17 4.223540 -3.874318 0.144910
C18 4.724005 -2.732631 0.747817
C19 4.124896 -1.508704 0.523077
H1 4.258943 3.669122 1.624244
H2 4.009186 2.139485 2.462854
H3 4.278155 2.163545 0.719865
H4 1.812194 1.843773 1.388882
H5 1.890314 3.419637 2.163658
H6 2.580344 4.372232 -0.126194
H7 0.904589 3.863825 0.069573
H8 1.948894 3.200248 -2.110729
H9 3.060786 2.148771 -1.254324
H10 -0.290435 1.541303 -2.851440
H11 -0.314126 2.987232 -1.812325
H12 -2.383055 0.518790 -2.729739
H13 -4.238769 -0.428269 -1.443700
H14 -4.840302 -2.043371 0.070490
H15 -6.160118 -1.439306 2.378937
H16 -2.478143 1.018783 2.166752
H17 -0.613483 1.985147 0.864041
H18 2.949398 0.594639 -0.014444
H19 1.646906 -2.485533 -1.554890
H20 2.721032 -4.662804 -1.157115
H21 4.691912 -4.830924 0.320713
H22 5.585336 -2.793706 1.396925
H23 4.520250 -0.620111 0.997343

Atomic forces in eV per Å
-0.25 -0.03 0.08
0.08 0.19 -0.13
0.03 -0.27 -0.01
0.13 0.37 0.18
-0.15 0.11 -0.08
-0.02 -0.24 -0.06
-0.27 0.05 0.01
0.12 0.11 0.03
-0.05 0.01 0.19
0.31 0.22 -0.09
-0.29 -0.27 -0.18
0.06 0.03 0.16
-0.41 -0.08 0.29
0.14 0.17 -0.09
-0.16 -0.10 0.04
-0.06 0.01 -0.13
0.17 0.19 0.09
-0.08 -0.28 -0.17
0.22 0.40 0.17
0.09 -0.39 -0.02
-0.19 0.06 -0.13
0.13 -0.01 0.08
0.05 -0.15 0.02
0.01 -0.01 0.00
-0.08 0.05 -0.03
0.10 0.06 -0.02
0.11 -0.05 0.05
0.14 -0.07 -0.10
-0.10 -0.01 0.07
-0.07 -0.10 0.02
-0.03 0.10 -0.01
-0.03 0.09 -0.07
0.09 -0.11 0.04
-0.04 0.03 -0.08
-0.03 0.12 0.08
0.07 -0.06 -0.02
0.03 -0.04 -0.12
-0.09 -0.04 -0.06
0.08 0.04 0.17
0.18 -0.06 -0.27
-0.02 0.02 0.08
0.12 0.04 0.06
-0.12 -0.06 -0.08
-0.02 -0.01 -0.01
-0.04 -0.06 -0.04
0.04 -0.08 0.02
0.06 0.01 0.05
0.03 0.10 0.04

For the total energy, the calculation gives -1127.8024 hartree. Its multiplicity is 1. Its SMILES is CCCCN(Cc1ccc(C(=O)NO)cc1)C(=O)Nc1ccccc1. The calculation puts the HOMO energy at -0.307 Eh.

---

[2]
Density functional theory data (wB97M-V/def2-TZVPD) for a structure of composition C22H15Br2F5N5O2PtSTe.

CARTESIAN COORDINATES (ANGSTROEM)
Pt1 -1.055565 -0.201810 -0.653170
N1 -2.830952 3.502355 0.308092
C1 -2.081924 2.410015 0.133078
S1 -2.978775 0.949138 -0.319391
N2 -0.794283 2.510543 0.340660
N3 -0.101078 1.355380 0.128409
C2 1.183813 1.315962 0.242174
C3 2.003651 2.483541 0.611018
C4 1.998283 3.610369 -0.206201
C5 2.799515 4.691916 0.118330
C6 3.585840 4.659695 1.262537
C7 3.584126 3.539615 2.081651
C8 2.800877 2.444487 1.751658
C9 1.795616 0.004250 -0.077303
C10 3.158560 -0.221207 -0.064657
C11 3.627689 -1.488442 -0.384186
C12 2.730538 -2.494712 -0.696487
C13 1.379559 -2.195028 -0.713902
N4 0.934887 -0.980919 -0.410555
H1 -3.808261 3.509893 0.077822
H2 -2.387485 4.356934 0.601894
H3 1.381354 3.627697 -1.094878
H4 2.808779 5.563435 -0.521968
H5 4.204740 5.510235 1.514867
H6 4.193383 3.516744 2.974876
H7 2.801235 1.567546 2.388773
H8 3.834444 0.586715 0.172738
H9 4.691648 -1.682475 -0.394446
H10 3.062963 -3.490130 -0.951517
H11 0.632661 -2.926669 -0.993069
Br1 -3.894936 -3.769391 -2.865977
C14 -3.460187 -3.509608 -1.065731
C15 -3.995138 -4.365083 -0.081976
C16 -3.690236 -4.220696 1.241797
Br2 -4.419974 -5.413257 2.505256
C17 -2.821721 -3.184648 1.665302
C18 -2.408144 -2.931204 2.989330
C19 -1.546374 -1.900946 3.262315
C20 -1.092746 -1.085071 2.220608
N5 -1.474692 -1.298691 0.980455
C21 -2.319658 -2.330623 0.665329
C22 -2.610016 -2.484149 -0.716962
O1 -2.049431 -1.652694 -1.588550
H12 -4.658668 -5.158210 -0.398031
H13 -2.773755 -3.566131 3.785064
H14 -1.217256 -1.697162 4.270375
H15 -0.430435 -0.246980 2.394777
F1 1.672487 1.001339 -2.775647
Te1 0.192932 0.413634 -3.766230
F2 -1.145482 -0.219022 -4.856501
F3 0.464962 -1.314235 -3.114677
F4 0.042936 2.074062 -4.541236
F5 1.411560 -0.038351 -5.067065
O2 -0.931868 0.862048 -2.368874

Atomic forces in eV per Å
0.11 -0.30 0.25
0.05 0.01 0.07
-0.17 -0.06 0.07
0.02 0.47 -0.20
0.04 -0.09 0.07
-0.20 0.39 0.10
0.08 -0.17 -0.08
-0.02 0.00 -0.01
0.02 0.00 -0.02
-0.01 0.00 0.00
0.00 0.00 0.00
0.00 0.00 -0.01
0.00 0.01 0.02
-0.03 0.03 0.19
-0.02 -0.01 0.04
0.01 -0.02 0.00
0.01 0.01 0.04
-0.03 -0.07 0.04
-0.06 0.21 -0.68
0.00 -0.01 -0.01
0.00 0.01 -0.02
-0.01 0.00 0.00
0.00 0.00 0.00
0.00 0.00 0.00
0.00 0.00 0.00
0.00 0.00 0.00
0.00 0.00 -0.01
0.00 0.00 0.00
-0.01 0.00 0.00
-0.01 0.02 -0.06
0.01 0.00 -0.02
0.02 -0.01 0.08
-0.02 -0.03 -0.06
0.05 0.03 0.08
-0.01 0.00 0.00
-0.04 -0.01 -0.05
0.01 -0.02 0.01
0.02 -0.01 0.01
-0.06 0.06 0.03
-0.09 0.05 0.04
0.08 -0.08 -0.20
0.00 0.02 0.16
0.06 -0.28 0.20
0.00 0.00 0.00
-0.01 0.01 0.00
0.00 0.00 0.00
-0.02 0.01 0.01
0.00 -0.06 -0.05
-0.02 -0.06 0.24
-0.01 0.02 0.02
0.03 -0.02 -0.12
-0.03 0.05 0.10
-0.03 0.07 -0.08
0.28 -0.16 -0.16

For the total energy, the calculation gives -7704.3559 hartree. Its multiplicity is 1. As for the charge: +1. The calculation puts the HOMO energy at -0.404 Eh.